160
Properties=species:S:1:pos:R:3:forces:R:3:mulliken_charge:R:1 method="wB97M-V/def2-TZVPD" total_energy_ev=-137789.680 homo_energy_ev=-10.21 gap_ha=0.3821
C 4.383225 0.505508 -0.610223 -0.53 -1.21 -0.23 -0.91
C 3.941275 1.768498 -1.349453 0.43 -1.44 0.03 -0.38
O 2.636125 1.981148 -0.862683 -1.69 2.05 2.40 -0.19
P 2.245245 3.069068 0.298167 -0.51 0.48 -1.88 0.78
O 3.290345 4.031348 0.684147 -0.17 -1.00 0.58 -0.79
O 1.097125 3.867938 -0.550253 0.27 -1.50 1.63 -0.13
C 1.052225 5.270188 -0.541353 -0.76 2.02 -1.33 -0.38
C -0.368145 5.860408 -0.221893 1.55 -0.59 0.07 -1.08
O 1.475345 2.240618 1.474387 1.64 0.92 -2.20 -0.28
C 1.097275 0.899108 1.182807 0.20 -2.78 2.95 -0.02
C 1.609185 -0.086082 2.337867 -1.31 1.42 -0.13 -1.31
H 5.390635 0.109378 -0.737863 0.26 0.77 0.27 0.39
H 4.040015 0.610868 0.418957 0.97 0.43 0.40 0.14
H 3.793855 -0.383912 -0.833113 -0.45 0.10 -0.85 0.29
H 4.683135 2.540458 -1.144973 -0.50 0.47 -0.10 0.32
H 3.681065 1.670288 -2.403373 1.10 -0.23 -0.21 0.31
H 1.786195 5.806478 0.060137 0.00 -0.76 0.72 0.37
H 1.404855 5.543778 -1.535783 -0.43 0.25 -0.40 0.31
H -0.300295 6.948278 -0.215933 0.14 0.03 0.10 0.37
H -1.170035 5.607448 -0.915493 0.16 -0.44 0.15 0.27
H -0.538925 5.515598 0.797927 -0.67 0.10 -0.04 0.27
H 0.015975 0.860208 1.314587 -0.03 0.00 -0.76 0.35
H 1.498805 0.378258 0.313557 -0.38 1.16 -0.57 0.24
H 2.686875 -0.222712 2.427357 -0.14 -0.14 -0.37 0.32
H 1.239315 0.279788 3.295707 0.23 0.32 0.13 0.33
H 1.017855 -0.994762 2.225037 0.55 -0.39 -0.32 0.40
C 7.866075 -11.667442 -2.888903 -0.40 -0.06 -0.45 -1.02
C 7.822955 -11.722532 -1.386753 2.05 -2.12 -1.31 -0.27
O 7.742125 -10.460852 -0.866013 0.44 3.06 0.96 -0.30
P 9.038765 -9.511012 -0.654693 1.08 0.20 1.07 0.67
O 9.656105 -9.586942 0.707407 -0.91 0.08 -1.87 -0.70
O 8.467375 -8.039272 -1.025713 1.12 -2.12 0.08 -0.24
C 8.733055 -6.957432 -0.095173 -0.23 -0.56 0.40 -0.08
C 8.321725 -5.782882 -0.834573 -2.05 1.89 -1.20 -1.22
O 10.118534 -9.889372 -1.847043 -1.15 1.31 0.47 -0.27
C 11.253675 -8.965652 -2.074913 1.46 -1.67 0.86 -0.16
C 12.489784 -9.588732 -1.269083 -0.54 0.45 0.15 -1.09
H 7.155695 -10.913962 -3.229083 -0.21 -0.15 -0.17 0.27
H 8.846294 -11.368572 -3.260343 -0.08 -0.20 0.03 0.23
H 7.575525 -12.653642 -3.250973 0.13 0.09 -0.42 0.40
H 7.079525 -12.456642 -1.076133 -0.49 0.81 0.57 0.43
H 8.785285 -12.133892 -1.082103 0.04 -0.49 0.29 0.27
H 8.001995 -7.107592 0.699247 0.77 -0.06 0.58 0.32
H 9.783294 -6.856672 0.178587 -0.16 -0.76 0.48 0.30
H 9.045814 -5.307142 -1.495983 -0.02 -0.19 0.06 0.29
H 7.455915 -6.144902 -1.389033 0.14 0.18 -0.77 0.32
H 7.786385 -5.035042 -0.249543 0.73 0.29 0.51 0.38
H 11.511635 -8.944952 -3.133743 -0.42 -0.60 -0.10 0.30
H 11.016285 -7.919942 -1.879343 -0.17 -0.19 0.70 0.19
H 12.597704 -9.213682 -0.251353 -0.37 0.30 -0.04 0.31
H 12.379595 -10.663452 -1.124373 -0.52 0.00 -0.32 0.30
H 13.485495 -9.503552 -1.704303 -0.23 0.51 -0.56 0.38
C -1.943955 -6.173192 1.144587 -1.09 -0.98 0.83 -1.03
C -0.546665 -6.309082 0.728167 1.66 -0.36 -0.88 -0.27
O 0.138885 -7.450182 1.344877 -0.01 -0.09 1.16 -0.24
P 1.076655 -7.277022 2.632517 0.00 -1.01 0.63 0.91
O 2.097755 -6.253252 2.450357 -0.05 0.28 0.24 -0.80
O 0.057025 -7.015162 3.875657 0.82 -0.94 -0.31 -0.26
C -0.892585 -8.041602 4.226837 -2.19 -0.24 -0.39 -0.17
C -0.682355 -8.889352 5.463097 2.24 -0.10 0.33 -1.29
O 1.656945 -8.759432 2.986317 -0.69 0.62 -0.39 -0.25
C 2.705435 -9.430262 2.220867 -0.10 0.87 -0.91 -0.39
C 2.097185 -10.223352 1.042157 0.45 0.97 1.03 -0.87
H -1.986015 -5.797052 2.166767 -0.18 0.25 -0.05 0.20
H -2.528785 -5.550592 0.467517 0.12 0.05 0.08 0.39
H -2.365485 -7.177962 1.173617 -0.42 0.02 -0.13 0.29
H -0.406935 -6.635462 -0.302383 -0.39 0.76 -0.25 0.32
H -0.058325 -5.355072 0.926867 0.70 -0.29 -0.11 0.31
H -1.867535 -7.577232 4.374977 0.14 0.85 0.09 0.43
H -1.154005 -8.654392 3.364137 0.70 -0.30 -0.21 0.30
H -1.483505 -9.559802 5.774147 -0.39 0.45 -0.44 0.38
H 0.187635 -9.533612 5.336007 0.08 -0.21 -0.25 0.27
H -0.366015 -8.288182 6.315517 -0.43 0.30 0.09 0.31
H 3.396745 -8.665122 1.867647 -0.12 0.19 -0.23 0.30
H 3.332065 -10.023912 2.886467 -0.63 -0.22 0.30 0.33
H 1.490995 -11.013022 1.486067 0.07 -0.24 -0.55 0.25
H 1.489065 -9.544872 0.443857 -0.20 -0.09 0.13 0.22
H 2.908945 -10.540592 0.387567 -0.09 -0.53 0.18 0.35
C -4.034795 2.456008 3.895947 -0.15 1.91 2.27 -1.28
C -4.183615 3.007588 2.541297 0.77 -0.53 -1.80 -0.06
O -5.325725 2.348328 2.048507 -2.40 -0.73 -3.35 -0.25
P -5.757255 2.345698 0.449787 1.80 1.50 -1.37 0.75
O -4.916755 3.302428 -0.451433 -2.58 -3.33 2.75 -0.70
O -5.650305 0.727938 -0.014273 0.48 4.60 -0.32 -0.24
C -6.324206 -0.299192 0.630127 0.40 -0.67 1.77 -0.18
C -6.580385 -1.351202 -0.389453 0.01 -0.03 -0.69 -1.18
O -7.353165 2.749138 0.539947 2.26 -0.93 0.61 -0.26
C -8.212925 2.753048 -0.594203 0.15 -0.21 -1.42 0.01
C -9.502466 3.371528 -0.206343 -0.66 -0.13 0.90 -1.31
H -3.054495 2.781478 4.244057 0.09 -0.54 0.43 0.37
H -4.756775 3.021278 4.485277 0.02 0.25 0.46 0.33
H -4.336335 1.451078 4.191387 0.69 -0.33 -1.09 0.32
H -4.301325 4.082288 2.402537 -0.21 0.16 0.82 0.32
H -3.308745 2.811648 1.921377 0.04 -0.48 -0.23 0.24
H -5.652325 -0.676552 1.401027 0.14 -0.25 0.17 0.31
H -7.166295 0.074818 1.212457 -0.56 -0.08 -0.46 0.39
H -7.039915 -0.868672 -1.252063 -0.85 -0.34 0.13 0.29
H -5.650646 -1.685072 -0.850133 0.29 -0.19 0.49 0.26
H -7.099275 -2.203752 0.048717 -0.24 0.09 -0.38 0.37
H -7.798725 3.333848 -1.418343 0.50 -0.07 0.05 0.31
H -8.391745 1.747348 -0.974593 0.27 -0.27 0.20 0.20
H -10.328045 3.086958 -0.858673 0.24 0.30 -0.39 0.39
H -9.778945 2.921038 0.746927 -0.09 0.37 0.30 0.33
H -9.382895 4.451658 -0.121933 -0.35 -0.07 0.12 0.29
C -4.996515 9.624328 1.019267 -0.36 -0.42 -0.29 -1.09
C -6.100535 10.556818 0.571187 -0.19 -0.03 0.80 -0.27
O -5.787915 10.816118 -0.800713 -1.58 1.16 -1.45 -0.23
P -6.997855 11.181008 -1.869173 -0.12 0.13 -0.44 0.95
O -8.327235 10.518588 -1.589753 2.75 1.61 -0.50 -0.74
O -7.080285 12.864628 -1.985893 -2.26 -4.71 0.56 -0.36
C -5.997105 13.726908 -1.995583 1.23 -0.90 -0.99 -0.04
C -6.193835 14.675748 -3.131773 -0.13 3.04 -0.45 -1.25
O -6.226046 10.698378 -3.270123 -1.57 4.02 3.57 -0.30
C -6.093105 9.358338 -3.535163 -0.69 -0.84 -2.42 -0.21
C -7.252045 8.962268 -4.515973 0.80 -1.12 0.71 -1.06
H -4.997375 8.767808 0.345117 0.19 -0.08 0.04 0.25
H -4.062035 10.171758 0.896147 0.10 -0.20 0.15 0.26
H -5.093105 9.238848 2.034247 -0.08 0.28 0.04 0.38
H -7.139205 10.237098 0.655097 0.16 -0.71 -0.09 0.40
H -6.077105 11.435248 1.216097 0.25 0.60 -0.45 0.27
H -5.904095 14.158488 -0.998983 0.27 0.22 -0.20 0.30
H -5.154485 13.095828 -2.278093 0.67 0.37 0.61 0.23
H -7.097345 14.632658 -3.739973 0.12 -1.23 -0.04 0.34
H -6.367145 15.697578 -2.794243 0.14 0.26 0.71 0.37
H -5.326585 14.859578 -3.765943 0.05 -0.72 -0.14 0.32
H -5.155245 9.397258 -4.089233 0.12 -0.95 -0.12 0.28
H -5.967525 8.714688 -2.664503 -0.33 0.05 0.09 0.26
H -7.112636 7.888868 -4.644343 -0.22 -0.18 -0.42 0.36
H -8.272845 9.096508 -4.158163 0.26 0.21 0.55 0.29
H -7.209675 9.444778 -5.492433 0.45 0.13 0.16 0.29
C -1.556465 -1.280342 -2.658853 -0.66 -0.04 0.58 -0.50
C -2.410135 -1.687702 -3.724393 -0.20 -1.45 -0.87 0.19
N -3.047985 -2.035912 -4.607993 -0.44 0.02 -0.36 -0.40
H -0.641005 -1.867252 -2.584103 0.27 0.64 -0.59 0.30
H -2.077255 -1.524672 -1.733013 -0.12 0.60 0.18 0.27
H -1.556805 -0.218372 -2.904423 1.16 0.26 1.06 0.13
C -0.944905 3.090428 -5.125043 -0.89 0.97 0.67 -0.72
C 0.008885 2.039448 -5.143603 -0.86 -0.35 -0.34 0.37
N 0.704785 1.144088 -5.181853 1.28 -1.22 0.05 -0.41
H -1.774715 2.894558 -4.445963 0.25 -0.28 0.36 0.24
H -1.471405 3.242408 -6.067283 0.69 0.30 -0.23 0.32
H -0.389305 3.931868 -4.711073 -0.48 0.57 -0.45 0.22
C 4.733545 6.515198 -5.331613 -1.76 -0.27 -0.70 -0.73
C 5.823285 5.673688 -5.001583 -4.14 3.15 -1.56 0.28
N 6.713525 5.098378 -4.709223 5.62 -3.88 1.84 -0.30
H 5.047375 7.411298 -5.866963 -0.11 0.21 0.66 0.28
H 4.097725 6.584878 -4.449013 0.24 0.95 0.09 0.22
H 4.060345 5.994468 -6.012603 0.16 -0.18 -0.32 0.27
C 3.976405 4.370668 5.095777 -1.21 -0.11 0.62 -0.67
C 4.298295 2.964928 5.323237 0.79 0.08 -0.15 0.33
N 4.500525 1.868638 5.600157 -0.06 0.11 -0.15 -0.40
H 2.990125 4.341398 4.632637 0.06 0.33 -0.35 0.17
H 4.634675 5.052318 4.557147 0.25 -0.71 -0.06 0.29
H 3.785375 4.768648 6.092387 0.16 0.28 0.03 0.28
C -2.257505 -3.435252 7.225207 -0.15 0.93 1.49 -0.76
C -2.236535 -2.955672 5.886117 -0.24 -0.94 -0.09 0.31
N -2.327645 -2.661522 4.792917 0.07 0.67 -1.49 -0.34
H -1.898975 -4.451652 7.387937 0.02 0.24 -0.20 0.27
H -3.262685 -3.284482 7.618877 -0.18 -0.48 -0.10 0.27
H -1.702845 -2.687902 7.792587 0.49 -0.41 0.34 0.26